[1]
Formula: C4H12N4O2
Source: the Open Molecules 2025 dataset
Level of theory: ωB97M-V with the def2-TZVPD basis set

Structure (XYZ):
```
22
C4H12N4O2 | the Open Molecules 2025 dataset | ωB97M-V with the def2-TZVPD basis set
C -1.07 1.99 -0.05
C -0.19 1.21 -1.04
N -0.06 1.68 -2.41
N -0.67 -0.19 -0.89
N -1.77 -0.54 -1.35
O -2.51 0.10 -2.03
O -2.16 -1.83 -1.18
H -0.58 3.01 0.17
H -2.07 2.13 -0.63
H -1.29 1.50 0.88
H 0.85 1.37 -0.79
H -0.78 1.39 -3.06
H 0.87 1.47 -2.73
H -1.57 -2.22 -0.41
H -0.55 -2.81 1.84
N -0.42 -2.66 0.85
C 0.61 -1.95 0.64
C 1.54 -1.39 1.68
H 0.77 -1.85 -0.33
H 2.39 -2.09 1.81
H 1.94 -0.59 1.13
H 1.00 -1.25 2.64
```

The LUMO energy is 0.731 eV. Its spin multiplicity is 1. For the relative energy (zero: lowest compared OMol25 entry of this formula, charge and spin), the calculation gives 134.6 kcal per mole. As for the SMILES: C[C@H](N)/N=[N+](\[O-])O.[H]/N=C\C. The frontier orbital gap is 10.02 eV. As for the energy: -14392.9642 eV.

[2]
Formula: C4H12NO
Source: the Open Molecules 2025 dataset
Level of theory: ωB97M-V with the def2-TZVPD basis set

Structure (XYZ):
```
18
C4H12NO | the Open Molecules 2025 dataset | ωB97M-V with the def2-TZVPD basis set
N -0.68 2.21 -2.48
C 0.03 0.92 -2.17
O -0.08 0.50 -0.87
H -1.30 2.18 -3.25
H -1.26 2.36 -1.58
H -0.37 0.12 -2.89
H 1.11 1.09 -2.44
C -0.89 -0.38 1.73
C 0.07 -1.52 1.33
C 1.45 -0.90 1.23
H -0.51 0.11 2.63
H -1.94 -0.70 1.85
H -0.84 0.35 0.87
H -0.17 -1.86 0.29
H 0.00 -2.29 2.11
H 2.20 -1.56 0.80
H 1.36 -0.02 0.63
H 1.83 -0.59 2.21
```

The LUMO energy (alpha / beta) is 0.917 / -2.084 eV. As for the expectation value of S²: 0.755. Its spin multiplicity is 2. For the relative energy (zero: lowest compared OMol25 entry of this formula, charge and spin), the calculation gives 29.2 kcal per mole. The frontier orbital gap (alpha / beta) is 10.83 / 7.83 eV. As for the energy: -7877.2481 eV.

[3]
Formula: C4H12NO
Source: the Open Molecules 2025 dataset
Level of theory: ωB97M-V with the def2-TZVPD basis set

Structure (XYZ):
```
18
C4H12NO | the Open Molecules 2025 dataset | ωB97M-V with the def2-TZVPD basis set
C 2.11 -0.12 0.00
O 1.03 0.76 -0.05
N -0.41 0.10 -0.02
C -1.22 1.30 -0.04
C -0.57 -0.69 -1.26
C -0.55 -0.58 1.23
H 2.24 -0.76 -0.89
H 2.12 -0.57 1.09
H 3.10 0.34 -0.08
H -0.96 1.90 0.94
H -1.07 1.82 -0.95
H -2.31 1.15 0.07
H -1.54 -1.09 -1.28
H -0.38 0.08 -2.11
H 0.15 -1.46 -1.08
H -0.18 -1.60 1.08
H 0.09 -0.03 1.91
H -1.62 -0.55 1.46
```

The LUMO energy is -3.809 eV. Its spin multiplicity is 1. For the relative energy (zero: lowest compared OMol25 entry of this formula, charge and spin), the calculation gives 93.7 kcal per mole. As for the SMILES: CO[N+](C)(C)C. The frontier orbital gap is 11.96 eV. The charge is +1. As for the energy: -7870.2281 eV.

[4]
Formula: C4H12NO
Source: the Open Molecules 2025 dataset
Level of theory: ωB97M-V with the def2-TZVPD basis set

Structure (XYZ):
```
18
C4H12NO | the Open Molecules 2025 dataset | ωB97M-V with the def2-TZVPD basis set
C 1.94 0.39 -0.76
O 0.87 0.78 0.05
N -0.40 0.03 0.21
C -1.31 1.09 0.69
C -0.69 -0.45 -1.17
C -0.23 -1.07 1.20
H 1.82 0.38 -1.79
H 2.50 -0.45 -0.43
H 2.69 1.11 -0.42
H -1.28 1.17 1.74
H -0.96 1.96 0.26
H -2.38 0.99 0.38
H -1.48 -1.31 -1.13
H -1.20 0.25 -1.76
H 0.24 -0.87 -1.44
H 0.34 -1.84 0.63
H 0.60 -0.79 2.05
H -1.07 -1.37 1.69
```

The LUMO energy is -2.784 eV. Its spin multiplicity is 1. For the relative energy (zero: lowest compared OMol25 entry of this formula, charge and spin), the calculation gives 99.4 kcal per mole. As for the SMILES: CO[N+](C)(C)C. The frontier orbital gap is 13.01 eV. The charge is +1. As for the energy: -7869.9816 eV.

Look up the energy of the second one. -7877.2481 eV